Record 1
A molecular structure, C5H8O2, computed with wB97M-V/def2-TZVPD.

## Properties
E_tot = -345.5938 a.u.
LUMO (alpha / beta) = 0.93 / 0.73 eV
M = 100.12 g/mol
energy above the lowest of the compared OMol25 structures with the same formula, charge and spin = 554.5 kJ/mol

ORCA input file:
```
! RIJCOSX wB97M-V def2-TZVPD def2/J DEFGRID3
* xyz 0 1
O -2.146 0.334 0.853
C -0.837 0.392 1.240
C -0.125 -0.556 1.841
C 1.615 -0.191 -0.671
C 0.704 0.831 -1.345
C -0.236 -0.304 -1.382
O 0.672 -1.167 -0.993
H -2.495 -0.536 1.091
H -0.405 1.356 0.991
H 0.907 -0.367 2.104
H -0.514 -1.556 2.019
H 2.632 -0.446 -0.962
H 0.465 1.809 -0.926
H 1.047 0.938 -2.382
H -1.286 -0.536 -1.479
*
```



Record 2
8 unconnected molecules or ions with the total composition C13H42O8 at a distorted geometry, computed with wB97M-V/def2-TZVPD.

## Properties
SMILES string = CCO.CCO.CCO.CCO.CCO.CO.CO.CO
E_tot = -1122.2199 a.u.
LUMO = 0.40 eV
M = 326.47 g/mol
energy above the lowest of the compared OMol25 structures with the same formula, charge and spin = 527.9 kJ/mol

ORCA input file:
```
! RIJCOSX wB97M-V def2-TZVPD def2/J DEFGRID3
* xyz 0 1
C -2.862 -4.792 -1.549
C -1.804 -3.782 -1.410
O -2.243 -2.417 -1.457
H -3.460 -4.698 -2.430
H -3.501 -4.772 -0.753
H -2.470 -5.840 -1.534
H -0.980 -3.862 -2.145
H -1.297 -3.898 -0.433
H -1.419 -1.925 -1.411
C -0.604 0.971 4.071
C -2.007 0.433 3.980
O -2.697 1.644 3.809
H -0.481 1.551 3.202
H 0.192 0.165 4.162
H -0.501 1.640 4.891
H -2.326 -0.150 4.896
H -2.055 -0.307 3.122
H -3.688 1.473 3.670
C 2.486 -2.083 -3.935
C 1.028 -1.780 -4.169
O 0.729 -1.281 -5.452
H 2.694 -2.383 -2.927
H 3.144 -1.251 -4.134
H 2.670 -2.896 -4.519
H 0.654 -1.102 -3.415
H 0.442 -2.711 -3.941
H 1.495 -1.403 -6.015
C -0.412 1.881 -0.818
C -0.882 3.119 -0.056
O -2.302 3.117 -0.024
H 0.622 1.811 -0.728
H -0.802 1.949 -1.924
H -0.856 0.896 -0.500
H -0.570 4.106 -0.421
H -0.525 3.163 0.932
H -2.524 3.980 0.285
C 2.205 1.887 2.619
C 3.096 3.002 1.988
O 2.387 4.235 1.779
H 1.408 1.644 1.884
H 1.778 2.338 3.462
H 2.823 1.046 3.032
H 3.506 2.654 0.955
H 3.954 3.296 2.596
H 3.071 4.842 1.518
C 0.492 -1.108 0.970
O 0.297 -1.232 -0.400
H -0.236 -0.331 1.253
H 1.480 -0.777 1.204
H 0.259 -2.185 1.359
H 1.040 -0.845 -0.832
C -3.399 0.256 0.554
O -4.805 0.084 0.556
H -3.010 0.912 1.350
H -3.213 0.820 -0.341
H -2.646 -0.617 0.475
H -4.964 -0.856 0.421
C 3.906 0.329 -1.097
O 2.567 0.315 -1.067
H 4.447 -0.491 -1.610
H 4.320 0.336 -0.056
H 4.166 1.303 -1.560
H 2.185 0.578 -1.934
*
```